# C19H19BrN2O4

A single C19H19BrN2O4 molecule (ωB97M-V/def2-TZVPD, OMol25).

The total energy comes out at -3719.97848 a.u. The energy relative to the best compared isomer or geometry (same formula, charge and spin) comes out at 12.1 kJ/mol. The HOMO energy is -9.2 eV. Its structure (SMILES) is COC(=O)[C@H](Cc1ccccc1)NC(=O)CNC(=O)c1ccc(Br)cc1. Its total charge is 0. The calculation puts the molar mass at 419.27 g/mol. The frontier orbital gap comes out at 9.477 eV. For the LUMO energy, the calculation gives 0.32 eV.

Last column: Löwdin charge in e.
Positions of all 45 atoms, in Å:
1 C 6.9008 0.4614 0.7894  -0.040
2 H 6.9657 -0.4289 0.1607  0.096
3 H 7.5222 0.3548 1.6747  0.094
4 H 7.2106 1.3294 0.2049  0.099
5 O 5.5679 0.6329 1.2566  -0.034
6 C 4.6347 0.7730 0.3161  -0.472
7 O 4.8570 0.7887 -0.8637  0.141
8 C 3.2429 0.9071 0.9339  -0.188
9 N 2.3041 1.3098 -0.0810  0.123
10 C 1.8722 2.5761 -0.1937  -0.462
11 O 2.1468 3.4670 0.5826  0.066
12 C 0.9085 2.7775 -1.3748  -0.064
13 N -0.4118 2.2930 -1.0304  0.092
14 C -0.7264 0.9822 -1.0916  -0.437
15 O 0.0550 0.1402 -1.5033  0.049
16 C -2.1113 0.6322 -0.6626  -0.130
17 C -2.7801 1.3049 0.3564  -0.025
18 C -4.0566 0.9215 0.7246  -0.119
19 C -4.6639 -0.1362 0.0674  -0.675
20 C -4.0088 -0.8300 -0.9370  -0.110
21 C -2.7302 -0.4458 -1.2903  -0.006
22 H -2.1917 -0.9752 -2.0614  0.122
23 H -4.4918 -1.6589 -1.4306  0.104
24 Br -6.4269 -0.6515 0.5652  0.736
25 H -4.5760 1.4372 1.5176  0.103
26 H -2.3039 2.1115 0.8948  0.115
27 H -1.0576 2.9487 -0.6231  0.136
28 H 1.2674 2.2176 -2.2421  0.131
29 H 0.8485 3.8399 -1.6098  0.131
30 H 2.0581 0.6294 -0.7894  0.118
31 H 3.2698 1.7063 1.6836  0.160
32 C 2.8341 -0.4305 1.5861  -0.068
33 C 3.1786 -1.5941 0.6948  -0.228
34 C 4.3673 -2.2876 0.8882  -0.049
35 C 4.7272 -3.3219 0.0431  -0.078
36 C 3.8996 -3.6780 -1.0078  -0.089
37 C 2.7080 -3.0014 -1.2000  -0.069
38 C 2.3467 -1.9675 -0.3536  -0.033
39 H 1.4092 -1.4563 -0.5152  0.090
40 H 2.0543 -3.2753 -2.0146  0.105
41 H 4.1820 -4.4820 -1.6714  0.100
42 H 5.6555 -3.8507 0.2052  0.102
43 H 5.0148 -2.0152 1.7101  0.114
44 H 1.7604 -0.4000 1.7811  0.129
45 H 3.3624 -0.5233 2.5356  0.123

---

# C28H18F5OPtS2Si

A molecular structure, C28H18F5OPtS2Si at a distorted geometry (ωB97M-V/def2-TZVPD, OMol25).

The total energy comes out at -2857.50860 a.u. The energy relative to the best compared isomer or geometry (same formula, charge and spin) comes out at 269.4 kJ/mol. The HOMO energy (alpha / beta) is -4.9 / -4.9 eV. Its total charge is -1. The calculation puts the molar mass at 752.74 g/mol. The frontier orbital gap (alpha / beta) comes out at 6.111 / 6.110 eV. For the LUMO energy (alpha / beta), the calculation gives 1.25 / 1.18 eV.

Last column: Löwdin charge in e.
Positions of all 56 atoms, in Å:
1 Pt -0.6381 -0.2353 -0.2337  0.528
2 F -0.7204 2.3656 6.3378  0.097
3 C -0.6612 2.3085 4.9946  -0.142
4 C -0.5378 1.0840 4.3497  -0.148
5 F -0.4729 -0.0418 5.0790  0.105
6 C -0.4881 1.0249 2.9684  -0.225
7 F -0.3634 -0.1924 2.4008  0.001
8 C -0.5763 2.1745 2.1581  -0.567
9 S -0.5897 2.1918 0.4456  0.618
10 C -0.6781 3.3983 2.8520  -0.250
11 F -0.7430 4.5389 2.1443  0.061
12 C -0.7255 3.4705 4.2296  -0.148
13 F -0.8462 4.6604 4.8445  0.099
14 C 7.5777 2.3271 -2.4899  -0.057
15 C 8.2900 2.6412 -1.2112  -0.756
16 O 9.0090 3.5811 -1.0229  0.010
17 S 8.1003 1.4004 0.0668  0.994
18 C 6.4392 0.7879 -0.2348  -0.572
19 C 6.1990 -0.4646 -0.7839  -0.108
20 C 4.8996 -0.9130 -0.9348  -0.030
21 C 3.8220 -0.1149 -0.5357  -0.256
22 C 4.0916 1.1377 0.0383  -0.019
23 C 5.3826 1.5848 0.1912  -0.105
24 C 2.4642 -0.4882 -0.6442  -0.180
25 C 1.2588 -0.6791 -0.6757  -0.277
26 H 7.4532 3.2263 -3.0852  0.086
27 H 6.6175 1.8536 -2.3115  0.063
28 H 8.2033 1.6256 -3.0408  0.093
29 H 7.0300 -1.0882 -1.0800  0.103
30 H 4.7110 -1.8964 -1.3433  0.113
31 H 3.2616 1.7372 0.3790  0.118
32 H 5.5813 2.5437 0.6495  0.109
33 C -4.8181 -0.1394 -4.4312  -0.113
34 C -5.6323 -0.3882 -3.3379  -0.107
35 C -5.0720 -0.6201 -2.0934  -0.115
36 C -3.6959 -0.5974 -1.9056  -0.329
37 C -2.8955 -0.3707 -3.0173  -0.129
38 C -3.4432 -0.1481 -4.2680  -0.102
39 Si -2.9118 -0.7632 -0.1592  0.517
40 C -3.6510 -2.3846 0.5448  -0.327
41 C -4.4101 -2.3749 1.7085  -0.124
42 C -5.0171 -3.5241 2.1836  -0.103
43 C -4.8671 -4.7194 1.5017  -0.108
44 C -4.0860 -4.7556 0.3580  -0.101
45 C -3.4896 -3.5984 -0.1104  -0.112
46 H -5.2542 0.0580 -5.4036  0.093
47 H -6.7079 -0.3996 -3.4680  0.094
48 H -5.7210 -0.8216 -1.2519  0.098
49 H -1.8171 -0.3714 -2.8905  0.069
50 H -2.8019 0.0189 -5.1230  0.095
51 H -3.7526 0.2340 0.6177  -0.028
52 H -4.5306 -1.4484 2.2521  0.087
53 H -5.6060 -3.4922 3.0917  0.096
54 H -5.3512 -5.6174 1.8651  0.094
55 H -3.9365 -5.6922 -0.1619  0.095
56 H -2.8801 -3.6341 -1.0015  0.100